The following is a quantum chemistry calculation of 6 unconnected molecules or ions with the total composition C12H39N3O6 in a non-equilibrium geometry, from the Open Molecules 2025 dataset.

Bonds (Å) are listed after each position.
Cartesian coordinates (Å):
1 C 9.88686 9.96022 8.98972  C2 1.606, H7 1.091, H8 1.078, H9 1.101
2 C 11.37068 10.41731 8.58049  C1 1.606, C3 1.521, N6 1.451, H10 1.115
3 C 12.40494 9.38439 9.00103  C2 1.521, O4 1.444, H11 1.104, H12 1.062
4 O 12.34262 9.19899 10.43133  C3 1.444, C5 1.410
5 C 12.87624 10.28249 11.15816  O4 1.410, H13 1.102, H14 1.095, H15 1.095
6 N 11.47911 10.74348 7.17072  C2 1.451, H16 1.029, H17 1.055
7 H 9.76290 8.88271 8.86973  C1 1.091
8 H 9.26012 10.58453 8.37387  C1 1.078
9 H 9.69252 10.22795 10.04021  C1 1.101
10 H 11.52708 11.34190 9.18312  C2 1.115
11 H 13.41390 9.76025 8.75643  C3 1.104
12 H 12.13345 8.50888 8.46475  C3 1.062
13 H 12.20236 11.14266 11.01696  C5 1.102
14 H 13.82513 10.54866 10.68094  C5 1.095
15 H 13.03139 9.96249 12.19354  C5 1.095
16 H 11.34521 9.88630 6.61735  N6 1.029
17 H 10.59110 11.27153 6.95796  N6 1.055
18 C 7.27388 8.88495 5.57672  C19 1.540, H24 1.042, H25 1.127, H26 1.066
19 C 7.33535 7.67183 6.52348  C18 1.540, C20 1.532, N23 1.503, H27 1.092
20 C 6.00960 6.91795 6.67083  C19 1.532, O21 1.431, H28 1.097, H29 1.106
21 O 6.34387 5.89125 7.60962  C20 1.431, C22 1.388
22 C 5.37960 4.89492 7.66686  O21 1.388, H30 1.122, H31 1.076, H32 1.077
23 N 8.49384 6.82162 6.08347  C19 1.503, H33 1.031, H34 1.019
24 H 6.48775 9.53009 5.80265  C18 1.042
25 H 7.08106 8.58298 4.50862  C18 1.127
26 H 8.17029 9.44581 5.71358  C18 1.066
27 H 7.56015 8.18037 7.46337  C19 1.092
28 H 5.70009 6.45694 5.72457  C20 1.097
29 H 5.33760 7.69525 7.07915  C20 1.106
30 H 5.12429 4.50611 6.64562  C22 1.122
31 H 4.46948 5.19654 8.15619  C22 1.076
32 H 5.76658 4.08775 8.26647  C22 1.077
33 H 8.46205 6.06207 6.77958  N23 1.031
34 H 8.22515 6.43126 5.18136  N23 1.019
35 C 12.97991 4.97604 12.60943  C36 1.532, H41 1.061, H42 1.116, H43 1.115
36 C 11.92514 5.52014 11.64123  C35 1.532, C37 1.499, N40 1.474, H44 1.075
37 C 10.95067 6.38031 12.38816  C36 1.499, O38 1.493, H45 1.082, H46 1.099
38 O 10.05587 5.37708 13.03674  C37 1.493, C39 1.452
39 C 9.04393 6.07573 13.80927  O38 1.452, H47 1.050, H48 1.077, H49 1.141
40 N 12.48779 6.21503 10.46998  C36 1.474, H50 0.993, H51 1.007
41 H 13.57635 5.73665 13.04636  C35 1.061
42 H 13.73994 4.31650 12.12584  C35 1.116
43 H 12.45050 4.51752 13.47705  C35 1.115
44 H 11.46321 4.60452 11.32043  C36 1.075
45 H 10.29477 6.83015 11.65464  C37 1.082
46 H 11.48748 6.98046 13.13657  C37 1.099
47 H 8.17455 5.52068 14.00843  C39 1.050
48 H 8.81181 6.98962 13.28965  C39 1.077
49 H 9.35270 6.26438 14.89090  C39 1.141
50 H 12.80174 7.06393 10.87736  N40 0.993
51 H 13.26677 5.63701 10.19992  N40 1.007
52 O 11.01071 5.60801 8.18892  H53 0.993, H54 1.009
53 H 10.12545 6.03247 8.33859  O52 0.993
54 H 11.39310 5.99793 9.03778  O52 1.009
55 O 8.17695 6.33158 9.82255  H56 0.918, H57 0.959
56 H 8.49742 5.47848 9.93083  O55 0.918
57 H 7.54404 6.28334 9.10352  O55 0.959
58 O 11.17016 7.76129 5.94852  H59 1.023, H60 0.982
59 H 10.20580 7.42158 5.97963  O58 1.023
60 H 11.58377 7.21440 6.65117  O58 0.982

Calculated values
Energy relative to the best compared isomer or geometry (same formula, charge and spin) (kcal/mol): 24.5
Structure (SMILES): COC[C@H](C)N.COC[C@H](C)N.COC[C@H](C)N.O.O.O
E_tot (hartree): -1096.21920
HOMO (eV): -8.84